# C33H90O15

A cluster of 12 separate species, C33H90O15 in total in a non-equilibrium geometry (ωB97M-V/def2-TZVPD, OMol25).

```
138
Properties=species:S:1:pos:R:3:lowdin_charge:R:1
C 5.105 2.430 3.672 -0.037
C 4.247 1.170 3.593 -0.531
C 3.695 0.782 2.273 -0.054
O 4.971 0.066 4.037 -0.038
H 5.944 2.436 2.973 0.086
H 5.243 2.748 4.687 0.073
H 4.491 3.203 3.168 0.076
H 3.418 1.320 4.321 0.123
H 2.863 0.064 2.335 0.072
H 4.458 0.352 1.659 0.085
H 3.203 1.675 1.847 0.058
H 5.113 0.139 4.984 0.095
C -2.803 0.277 3.147 -0.059
C -4.095 -0.113 2.477 -0.523
C -4.867 -1.228 3.279 -0.033
O -4.923 0.961 2.344 -0.040
H -3.129 0.786 4.074 0.102
H -2.072 0.783 2.509 0.042
H -2.259 -0.599 3.494 0.072
H -3.837 -0.514 1.489 0.121
H -5.306 -0.893 4.239 0.084
H -4.280 -2.100 3.497 0.054
H -5.768 -1.496 2.739 0.068
H -4.566 1.545 1.674 0.031
C -3.815 -4.221 0.774 -0.045
C -2.666 -4.874 1.566 -0.474
C -1.849 -5.748 0.643 -0.058
O -1.818 -3.950 2.206 -0.058
H -3.512 -3.379 0.135 0.081
H -4.595 -3.841 1.472 0.076
H -4.397 -4.880 0.101 0.086
H -3.133 -5.541 2.278 0.132
H -1.066 -6.334 1.099 0.073
H -1.373 -5.135 -0.071 0.048
H -2.451 -6.497 0.111 0.089
H -1.818 -3.141 1.656 0.071
C -0.922 3.350 -4.704 -0.046
C -0.662 2.187 -3.777 -0.490
C -1.586 0.981 -4.058 -0.033
O 0.608 1.655 -4.046 -0.073
H -1.893 3.750 -4.431 0.064
H -1.038 2.994 -5.727 0.091
H -0.233 4.188 -4.499 0.092
H -0.797 2.526 -2.736 0.122
H -1.380 0.133 -3.379 0.071
H -1.285 0.498 -5.021 0.096
H -2.627 1.316 -4.172 0.081
H 1.257 2.019 -3.438 0.061
C 1.137 3.268 1.195 -0.042
C -0.334 3.758 1.411 -0.457
C -0.371 5.223 1.939 -0.028
O -1.070 3.670 0.230 -0.053
H 1.068 2.225 0.911 0.052
H 1.680 3.255 2.149 0.073
H 1.602 3.778 0.348 0.073
H -0.702 3.065 2.151 0.117
H -1.361 5.651 2.120 0.085
H 0.220 5.803 1.215 0.085
H 0.194 5.167 2.854 0.060
H -0.730 4.254 -0.436 0.099
C 3.264 -0.504 -3.995 -0.052
C 2.512 -1.005 -5.186 -0.457
C 2.762 -2.452 -5.509 -0.042
O 1.138 -0.832 -4.794 -0.105
H 4.354 -0.683 -4.119 0.107
H 2.985 -1.168 -3.162 0.092
H 3.002 0.510 -3.703 0.054
H 2.731 -0.399 -6.101 0.153
H 3.807 -2.584 -5.762 0.084
H 2.218 -2.743 -6.400 0.086
H 2.434 -3.127 -4.720 0.069
H 0.994 0.007 -4.307 0.049
C 0.625 0.694 3.951 -0.044
C 0.629 1.214 5.379 -0.478
C -0.075 2.536 5.455 -0.054
O 0.077 0.290 6.323 -0.040
H -0.385 0.719 3.512 0.048
H 0.979 -0.351 3.894 0.086
H 1.242 1.328 3.345 0.040
H 1.657 1.328 5.703 0.121
H -1.097 2.416 5.175 0.065
H 0.382 3.292 4.764 0.087
H -0.078 3.088 6.391 0.081
H -0.886 0.389 6.349 0.088
C -5.176 1.262 -0.744 -0.053
C -3.893 2.053 -0.831 -0.480
C -3.899 3.275 -1.779 -0.037
O -3.560 2.459 0.500 -0.079
H -5.518 0.978 -1.725 0.079
H -6.029 1.901 -0.349 0.118
H -5.021 0.425 -0.107 0.053
H -3.214 1.218 -1.209 0.128
H -2.971 3.824 -1.978 0.062
H -4.613 3.937 -1.294 0.080
H -4.391 2.968 -2.725 0.084
H -2.629 2.797 0.470 0.069
C 0.510 -3.496 -2.608 -0.057
C -0.260 -3.856 -3.886 -0.481
C -1.489 -4.763 -3.659 -0.060
O -0.796 -2.661 -4.470 -0.079
H 1.218 -4.293 -2.298 0.091
H -0.231 -3.298 -1.829 0.069
H 1.088 -2.610 -2.891 0.051
H 0.400 -4.324 -4.678 0.138
H -1.128 -5.693 -3.182 0.078
H -2.015 -5.045 -4.575 0.075
H -2.187 -4.263 -2.979 0.073
H -0.073 -2.121 -4.802 0.025
O 2.558 -2.359 0.613 -0.088
C 1.908 -3.619 1.041 -0.175
C 1.536 -3.570 2.509 -0.199
O 0.584 -2.547 2.831 -0.080
H 3.317 -2.238 1.166 0.068
H 1.077 -3.712 0.364 0.093
H 2.594 -4.499 0.888 0.137
H 2.497 -3.359 3.021 0.134
H 1.167 -4.567 2.708 0.121
H -0.277 -2.935 2.983 0.057
O 2.490 2.431 -1.903 -0.105
C 3.687 2.887 -1.325 -0.267
C 4.845 2.016 -1.684 -0.235
O 5.212 2.074 -3.073 -0.059
H 2.324 1.485 -1.629 0.069
H 3.874 3.855 -1.789 0.127
H 3.648 2.999 -0.187 0.122
H 4.514 0.968 -1.362 0.139
H 5.759 2.350 -1.190 0.123
H 4.593 1.646 -3.648 0.032
O 1.551 0.048 -0.548 -0.095
C 0.199 -0.005 -0.964 -0.218
C -0.764 -0.130 0.188 -0.224
O -0.766 -1.426 0.738 -0.061
H 1.881 -0.831 -0.218 0.074
H 0.049 0.951 -1.512 0.106
H -0.023 -0.804 -1.676 0.110
H -1.760 0.141 -0.239 0.111
H -0.645 0.651 0.981 0.109
H -0.153 -1.505 1.480 0.047
```

Computed properties:
- Frontier orbital gap: 9.9 eV
- LUMO level: 0.42 eV
- Highest occupied orbital energy: -9.50 eV
- Max |F|: 3.0 eV Å⁻¹
- Energy above the lowest of the compared OMol25 structures with the same formula, charge and spin: 6.5 kcal/mol
- 2S+1: 1
- Charge: 0



# C33H91N3O14

A cluster of 14 separate species, C33H91N3O14 in total in a non-equilibrium geometry (ωB97M-V/def2-TZVPD, OMol25).

```
141
Properties=species:S:1:pos:R:3:mulliken_spin:R:1
C 6.371 -1.306 -3.294 0.000
C 5.455 -1.194 -2.089 0.000
O 5.160 -2.568 -1.673 0.000
H 6.919 -0.395 -3.534 0.000
H 5.810 -1.606 -4.179 0.000
H 7.209 -1.930 -2.982 0.000
H 4.588 -0.571 -2.310 0.000
H 5.977 -0.652 -1.300 0.000
H 4.979 -2.730 -0.744 0.000
C 0.857 -6.364 4.454 0.002
C -0.111 -6.778 5.556 0.047
O -1.153 -7.485 4.959 -0.007
H 1.256 -7.279 4.015 -0.002
H 1.637 -5.772 4.930 -0.003
H 0.278 -5.919 3.644 0.012
H -0.569 -5.958 6.109 -0.015
H 0.299 -7.552 6.205 -0.001
H -1.498 -7.991 5.698 0.005
C 1.868 0.544 -5.465 0.000
C 0.455 0.796 -4.930 0.004
O -0.173 1.838 -5.720 -0.001
H 2.156 -0.450 -5.124 0.000
H 2.695 1.136 -5.074 0.000
H 1.948 0.684 -6.543 0.000
H 0.503 0.956 -3.853 -0.003
H 0.063 -0.218 -5.010 0.002
H -0.008 2.703 -5.339 0.000
O -3.105 -5.775 -3.655 0.052
H -3.683 -5.326 -4.272 0.009
H -3.542 -5.684 -2.808 0.081
O -5.454 -3.203 -0.047 -1.125
H -6.188 -3.776 0.175 0.317
H -4.818 -3.346 0.653 0.406
O -4.075 1.262 -4.157 0.003
H -4.529 1.015 -4.962 0.003
H -3.718 0.439 -3.821 -0.001
O -4.361 -5.516 -1.489 -0.171
H -4.681 -6.274 -0.999 0.106
H -4.741 -4.762 -1.038 0.182
O -4.786 0.629 0.413 0.066
H -5.429 0.827 1.093 0.018
H -3.950 0.912 0.783 -0.005
O -0.247 -6.018 -3.529 0.009
H -0.414 -6.370 -2.654 -0.003
H -1.114 -5.936 -3.924 0.009
O -6.275 -0.923 -1.533 0.132
H -6.100 -1.785 -1.156 0.176
H -5.554 -0.375 -1.224 -0.021
O -1.481 -6.919 -1.448 0.018
H -1.741 -7.625 -2.041 0.000
H -2.249 -6.350 -1.401 -0.006
C -3.390 5.226 2.994 0.011
C -2.571 4.062 2.404 0.004
C -1.059 4.205 2.683 0.000
C -0.702 3.986 4.140 0.001
C -1.060 2.570 4.604 0.002
C -2.619 2.285 4.310 -0.134
N -2.985 2.751 2.948 0.067
O -4.212 2.371 2.506 0.037
C -2.534 0.754 4.433 0.082
C -3.526 2.923 5.441 0.027
C -2.658 4.096 0.827 -0.010
H -4.400 4.875 3.206 -0.002
H -3.466 6.044 2.277 0.001
H -2.947 5.656 3.893 0.000
H -0.476 3.572 2.014 0.000
H -0.692 5.192 2.399 0.000
H -1.140 4.666 4.871 0.000
H 0.361 4.128 4.333 0.000
H -0.754 2.557 5.650 -0.003
H -0.455 1.810 4.110 0.001
H -2.320 0.474 5.464 -0.005
H -3.494 0.310 4.167 -0.001
H -1.739 0.280 3.859 0.012
H -4.596 3.002 5.246 -0.006
H -3.338 2.360 6.355 0.006
H -3.275 3.920 5.802 0.002
H -3.681 4.241 0.480 -0.003
H -2.253 3.124 0.543 0.008
H -2.078 4.938 0.451 0.000
H -4.893 2.939 2.874 0.007
C 2.868 6.055 0.337 0.000
C 3.236 4.622 -0.129 0.000
C 1.923 3.880 -0.573 -0.001
C 2.126 2.495 -1.263 0.001
C 3.052 2.710 -2.429 -0.001
C 4.420 3.404 -2.162 0.000
N 4.230 4.536 -1.266 0.000
O 5.372 5.333 -1.040 0.000
C 5.393 2.328 -1.633 0.000
C 5.001 3.955 -3.491 0.000
C 3.888 3.873 1.151 0.000
H 3.816 6.444 0.708 0.000
H 2.014 6.199 0.999 0.000
H 2.639 6.723 -0.494 0.000
H 1.108 3.912 0.150 0.001
H 1.561 4.605 -1.302 0.000
H 1.209 2.165 -1.750 0.002
H 2.567 1.783 -0.565 -0.001
H 2.561 3.181 -3.281 0.000
H 3.151 1.714 -2.860 0.000
H 5.826 1.776 -2.467 0.000
H 6.248 2.676 -1.053 0.000
H 4.861 1.625 -0.993 0.000
H 6.047 4.124 -3.239 0.000
H 5.012 3.253 -4.325 0.000
H 4.611 4.918 -3.824 0.000
H 3.174 3.785 1.970 0.000
H 4.860 4.305 1.388 0.000
H 4.208 2.861 0.906 0.000
H 5.104 6.124 -1.515 0.000
C -0.911 -1.483 -2.707 0.072
C -0.953 -1.729 -1.212 -0.638
C -1.820 -3.087 -1.065 0.960
C -1.783 -3.502 0.382 0.207
C -0.381 -3.859 0.776 -0.198
C 0.625 -2.634 0.785 -0.004
N 0.395 -1.873 -0.559 0.083
O 1.240 -0.786 -0.799 0.003
C 0.498 -1.670 1.999 0.005
C 2.104 -3.335 0.710 0.000
C -1.727 -0.510 -0.529 0.177
H -0.491 -0.493 -2.883 0.016
H -1.917 -1.402 -3.119 -0.010
H -0.379 -2.266 -3.248 -0.006
H -2.866 -2.781 -1.076 0.027
H -1.587 -3.880 -1.776 -0.093
H -2.386 -4.400 0.513 -0.203
H -2.113 -2.764 1.114 0.172
H -0.010 -4.655 0.130 -0.008
H -0.413 -4.304 1.770 0.005
H 1.083 -0.773 1.795 -0.003
H -0.511 -1.302 2.184 0.017
H 1.057 -2.089 2.836 -0.002
H 2.181 -3.698 -0.315 -0.001
H 2.878 -2.608 0.956 0.001
H 2.075 -4.221 1.343 0.001
H -1.216 0.392 -0.865 0.024
H -1.614 -0.484 0.555 -0.004
H -2.739 -0.305 -0.877 0.000
H 1.813 -1.245 -1.417 -0.001
```

Computed properties:
- Frontier orbital gap (alpha / beta): 2.0 / 7.7 eV
- LUMO level (alpha / beta): 1.81 / 1.81 eV
- Highest occupied orbital energy (alpha / beta): -0.19 / -5.87 eV
- Max |F|: 3.2 eV Å⁻¹
- 2S+1: 2
- Charge: -1



# C33H92N10O9

A cluster of 9 separate species, C33H92N10O9 in total in a non-equilibrium geometry (ωB97M-V/def2-TZVPD, OMol25).

```
144
Properties=species:S:1:pos:R:3:lowdin_charge:R:1
C -6.249 2.346 -0.944 -0.127
O -5.507 2.675 0.209 -0.208
C -6.098 2.966 1.509 -0.117
C -6.843 1.643 1.950 -0.456
C -7.648 1.880 3.268 -0.082
N -5.935 0.602 2.261 0.034
H -6.555 3.151 -1.612 0.076
H -7.189 1.821 -0.779 0.075
H -5.616 1.748 -1.601 0.085
H -5.407 3.406 2.228 0.126
H -6.856 3.732 1.342 0.113
H -7.700 1.291 1.375 0.118
H -8.149 0.946 3.520 0.066
H -8.469 2.596 3.255 0.072
H -7.005 2.123 4.114 0.074
H -5.404 0.327 1.447 0.077
H -6.466 -0.161 2.656 0.074
C 9.000 0.337 -4.466 -0.134
O 8.447 -0.947 -4.161 -0.178
C 8.132 -1.113 -2.718 -0.140
C 9.262 -1.433 -1.601 -0.400
C 10.506 -0.596 -1.742 -0.094
N 9.681 -2.847 -1.572 0.024
H 9.889 0.665 -3.929 0.056
H 8.330 1.192 -4.376 0.085
H 9.410 0.291 -5.475 0.086
H 7.618 -0.240 -2.315 0.102
H 7.323 -1.841 -2.660 0.107
H 8.722 -1.141 -0.700 0.126
H 11.272 -0.789 -0.990 0.079
H 10.248 0.462 -1.733 0.075
H 11.009 -0.718 -2.701 0.074
H 8.915 -3.492 -1.443 0.061
H 10.156 -3.122 -2.420 0.070
C -0.425 -1.367 -1.271 -0.121
O -0.832 -1.230 0.062 -0.193
C 0.268 -1.065 1.006 -0.170
C 0.989 0.275 0.919 -0.494
C 2.182 0.311 1.819 -0.081
N 0.247 1.471 1.184 0.043
H -1.381 -1.431 -1.790 0.091
H 0.230 -2.233 -1.365 0.093
H -0.024 -0.424 -1.644 0.079
H -0.140 -1.086 2.017 0.126
H 0.992 -1.880 0.993 0.118
H 1.361 0.381 -0.100 0.127
H 2.942 1.071 1.637 0.082
H 2.744 -0.622 1.802 0.075
H 1.881 0.384 2.864 0.081
H -0.641 1.483 0.703 0.073
H -0.086 1.447 2.137 0.072
C 10.527 3.086 11.542 -0.108
O 9.663 3.557 10.489 -0.207
C 10.071 3.081 9.177 -0.170
C 10.225 4.287 8.116 -0.415
C 10.636 3.840 6.770 -0.110
N 11.306 5.147 8.664 0.039
H 10.512 2.008 11.704 0.078
H 10.183 3.503 12.489 0.084
H 11.556 3.344 11.293 0.077
H 10.994 2.502 9.154 0.115
H 9.186 2.520 8.875 0.114
H 9.228 4.703 7.968 0.135
H 9.849 3.314 6.232 0.080
H 11.563 3.273 6.681 0.076
H 10.974 4.632 6.102 0.079
H 10.927 5.632 9.464 0.068
H 12.053 4.485 8.819 0.065
C -5.871 -1.921 -8.431 -0.167
O -6.057 -0.662 -8.898 -0.206
C -7.434 -0.323 -9.224 -0.136
C -7.707 1.143 -9.735 -0.399
C -9.171 1.502 -9.574 -0.108
N -7.441 1.360 -11.172 0.020
H -4.810 -1.953 -8.186 0.094
H -6.224 -2.679 -9.130 0.090
H -6.369 -1.977 -7.462 0.083
H -7.611 -0.989 -10.069 0.120
H -8.045 -0.553 -8.351 0.117
H -7.234 1.945 -9.169 0.136
H -9.367 2.549 -9.804 0.078
H -9.551 1.353 -8.564 0.070
H -9.786 0.861 -10.205 0.077
H -7.439 2.363 -11.290 0.065
H -8.091 0.890 -11.786 0.065
C 2.674 2.159 -8.508 -0.116
O 2.257 3.518 -8.403 -0.197
C 1.897 4.118 -9.681 -0.176
C 2.885 4.081 -10.845 -0.425
C 4.179 4.962 -10.576 -0.042
N 2.238 4.478 -12.089 0.007
H 2.793 1.721 -7.517 0.085
H 3.596 2.128 -9.088 0.076
H 1.960 1.520 -9.027 0.082
H 0.901 3.711 -9.856 0.119
H 1.712 5.159 -9.415 0.127
H 3.175 3.097 -11.214 0.120
H 3.977 5.994 -10.287 0.072
H 4.781 5.009 -11.484 0.063
H 4.871 4.675 -9.785 0.068
H 1.387 3.942 -12.177 0.067
H 2.838 4.304 -12.883 0.071
C -3.607 -0.442 8.582 -0.099
O -3.667 -0.213 9.972 -0.236
C -4.864 0.464 10.448 -0.164
C -5.971 -0.618 10.592 -0.451
C -7.226 -0.167 11.426 -0.053
N -5.433 -1.751 11.270 0.035
H -3.756 0.461 7.991 0.088
H -4.515 -1.032 8.453 0.073
H -2.720 -1.033 8.352 0.096
H -4.625 0.870 11.431 0.121
H -5.157 1.329 9.854 0.119
H -6.279 -0.856 9.574 0.123
H -7.650 0.743 11.001 0.067
H -6.949 0.006 12.466 0.073
H -7.995 -0.931 11.309 0.072
H -5.088 -1.469 12.177 0.076
H -4.543 -1.896 10.815 0.061
C -3.644 -8.797 1.887 -0.101
O -4.197 -10.080 2.167 -0.168
C -4.552 -10.710 0.998 -0.256
C -5.609 -11.739 1.357 -0.437
C -5.175 -12.899 2.285 -0.057
N -6.215 -12.253 0.135 0.026
H -2.621 -9.011 1.575 0.084
H -3.406 -8.158 2.737 0.083
H -4.149 -8.163 1.158 0.088
H -5.024 -10.083 0.242 0.126
H -3.656 -11.213 0.636 0.131
H -6.380 -11.168 1.875 0.135
H -4.244 -13.365 1.964 0.075
H -5.967 -13.641 2.388 0.069
H -5.003 -12.534 3.298 0.070
H -6.803 -13.060 0.283 0.065
H -5.433 -12.611 -0.393 0.066
N 2.170 7.121 -0.369 0.153
C 2.241 6.944 -1.648 -0.855
N 2.083 5.710 -1.888 0.162
O 2.537 7.786 -2.442 0.061
H 2.071 6.291 0.198 0.107
H 2.563 7.983 -0.018 0.124
H 2.355 5.350 -2.791 0.132
H 1.606 5.186 -1.168 0.115
```

Computed properties:
- Frontier orbital gap: 9.4 eV
- LUMO level: 0.40 eV
- Highest occupied orbital energy: -8.98 eV
- Max |F|: 6.8 eV Å⁻¹
- Energy above the lowest of the compared OMol25 structures with the same formula, charge and spin: 166.1 kcal/mol
- 2S+1: 1
- Charge: 0